[1]
DFT (ωB97M-V/def2-TZVPD) results for C5H5ClO2 in the gas phase at a distorted geometry.

Computed properties:
* LUMO: 0.2917 eV
* net charge: 0
* HOMO-LUMO gap: 8.72 eV
* ΔE to the lowest compared entry with this formula, charge and spin: 74.04 kcal per mole
* SMILES string: C=C1OC=C(Cl)[C@@H]1O

Last column: Löwdin charge in e.
CARTESIAN COORDINATES (ANGSTROEM)
C  1.9962  -0.0321  -0.1282  0.086
C  0.6807  -0.3091  0.2462  -0.338
O  0.2333  -1.5684  0.1311  -0.035
C  -1.1742  -1.5843  -0.0835  -0.017
C  -1.5566  -0.1961  -0.0825  -0.633
Cl  -3.1832  0.1447  0.0029  0.700
C  -0.3779  0.8079  0.4250  -0.277
O  -0.1725  2.1220  -0.0993  -0.026
H  2.6256  0.9120  0.0510  0.089
H  2.5935  -0.7414  -0.6464  0.036
H  -1.5244  -2.5075  -0.4028  0.102
H  -0.3730  0.8592  1.5967  0.187
H  0.2325  2.0932  -1.0101  0.127

[2]
DFT (ωB97M-V/def2-TZVPD) results for C16H17FN2O3S2 as an isolated structure at a distorted geometry.

Computed properties:
* LUMO: 0.2216 eV
* net charge: 0
* HOMO-LUMO gap: 9.10 eV
* ΔE to the lowest compared entry with this formula, charge and spin: 0.00 kcal per mole

Last column: Löwdin charge in e.
CARTESIAN COORDINATES (ANGSTROEM)
O  0.1194  -3.0467  -0.6457  -0.099
C  -0.8278  -2.3550  -0.2593  -0.468
N  -0.6363  -1.1863  0.4072  0.157
C  0.6133  -0.8674  0.5408  -0.544
N  1.0087  0.2403  1.1655  -0.079
C  2.4266  0.5217  1.2604  -0.306
C  2.7755  1.8170  0.5367  -0.139
H  3.6661  2.2936  0.9340  0.114
H  1.9515  2.5211  0.4950  0.109
S  3.1979  1.2461  -1.1429  0.674
O  1.9975  0.8906  -1.8394  -0.299
O  4.0980  2.1612  -1.7820  -0.308
C  4.0603  -0.2250  -0.5284  -0.236
C  3.1858  -0.6654  0.6238  -0.470
H  3.7681  -1.2048  1.3723  0.110
S  1.9052  -1.8769  -0.0263  1.142
H  5.0523  0.1048  -0.2301  0.110
H  4.1272  -0.9789  -1.3062  0.101
H  2.6832  0.6080  2.3270  0.157
C  0.0296  1.0846  1.8143  -0.095
C  -1.0223  1.6438  0.8836  -0.214
C  -0.8101  1.7849  -0.4810  -0.025
C  -1.8017  2.3072  -1.2936  0.013
C  -3.0006  2.6932  -0.7264  -0.278
C  -3.2363  2.5679  0.6307  -0.007
C  -2.2400  2.0371  1.4276  -0.037
H  -2.4137  1.9244  2.4877  0.114
H  -4.1845  2.8738  1.0435  0.116
F  -3.9709  3.2046  -1.5134  0.053
H  -1.6478  2.4105  -2.3555  0.122
H  0.1161  1.4719  -0.9370  0.082
H  -0.4784  0.4940  2.5864  0.136
H  0.5638  1.9028  2.3072  0.135
C  -2.2379  -2.7123  -0.4739  -0.194
C  -2.6116  -4.1758  -0.4786  -0.099
C  -2.5996  -3.4227  -1.7575  -0.096
H  -1.7915  -3.6114  -2.4473  0.106
H  -3.5365  -3.1586  -2.2229  0.101
H  -1.8116  -4.8777  -0.2990  0.105
H  -3.5575  -4.4485  -0.0364  0.100
H  -2.9292  -1.9916  -0.0610  0.137

[3]
DFT (ωB97M-V/def2-TZVPD) results for a 2-piece molecular cluster, C3H7BrS3 overall at a distorted geometry.

Computed properties:
* LUMO (alpha / beta): -0.2887 / -0.1367 eV
* net charge: 0
* HOMO-LUMO gap (alpha / beta): 7.92 / 7.26 eV
* ΔE to the lowest compared entry with this formula, charge and spin: 58.21 kcal per mole

Last column: Löwdin charge in e.
CARTESIAN COORDINATES (ANGSTROEM)
C  -0.4976  1.7298  0.8907  -0.238
C  -0.8377  0.9028  -0.3263  -0.675
C  0.9015  -1.1195  -0.3011  -1.521
S  2.4041  -0.3514  -1.0232  0.594
S  0.1074  -2.1304  -1.4986  0.649
S  0.9788  -1.3383  1.3772  0.702
Br  -2.4932  0.0228  -0.1588  0.689
H  0.4929  1.9675  0.8469  0.020
H  -0.6371  1.0120  1.8043  0.071
H  -1.0765  2.6632  1.1251  0.091
H  -0.6461  1.4715  -1.1942  0.033
H  2.7530  -1.1496  -2.1203  -0.111
H  -1.0844  -2.1393  -0.9024  -0.197
H  -0.3652  -1.5411  1.4806  -0.106

[4]
DFT (ωB97M-V/def2-TZVPD) results for C33H31MnN4 as an isolated structure at a distorted geometry.

Computed properties:
* 2S+1: 2
* LUMO (alpha / beta): -2.2170 / -2.3000 eV
* net charge: +1
* HOMO-LUMO gap (alpha / beta): 7.31 / 7.26 eV

Last column: Löwdin charge in e.
CARTESIAN COORDINATES (ANGSTROEM)
Mn  -0.0094  -0.0899  -0.2197  0.592
C  -0.6082  1.9039  2.1009  -0.158
C  -0.6840  0.7129  3.0345  -0.098
C  -1.5498  -0.3970  2.5083  -0.252
C  -2.2042  -1.2465  3.3910  -0.003
C  -2.9986  -2.2635  2.8982  -0.033
C  -3.1518  -2.3826  1.5269  -0.036
C  -2.4728  -1.4965  0.7182  -0.112
N  -1.6582  -0.5365  1.1833  0.067
N  0.3441  1.7283  0.9920  -0.203
C  1.7381  1.7722  1.4338  -0.110
C  2.6307  1.0216  0.4858  -0.249
C  3.9836  0.8708  0.7609  0.001
C  4.7722  0.1599  -0.1198  -0.026
C  4.1956  -0.3503  -1.2754  -0.025
C  2.8469  -0.1573  -1.4711  -0.090
N  2.0639  0.4995  -0.5986  0.057
C  0.1455  2.8238  0.0197  -0.114
C  -1.0474  2.5958  -0.8595  -0.246
C  -1.7217  3.6380  -1.4803  0.003
C  -2.7389  3.3356  -2.3664  -0.033
C  -3.0629  2.0046  -2.5934  -0.032
C  -2.3535  1.0306  -1.9220  -0.088
N  -1.3604  1.3189  -1.0704  0.053
H  -0.3530  2.8109  2.6634  0.136
H  -1.5891  2.0619  1.6503  0.133
H  -1.0861  1.0481  3.9915  0.129
H  0.3086  0.3099  3.2552  0.114
H  -2.0914  -1.0953  4.4567  0.122
H  -3.5024  -2.9436  3.5731  0.118
H  -3.7765  -3.1471  1.0860  0.117
H  -2.5740  -1.5575  -0.3588  0.103
H  1.8307  1.3378  2.4280  0.127
H  2.0838  2.8104  1.5157  0.144
H  4.4002  1.3008  1.6633  0.127
H  5.8222  0.0002  0.0899  0.121
H  4.7762  -0.8958  -2.0056  0.118
H  2.3628  -0.5442  -2.3570  0.109
H  1.0266  2.8737  -0.6221  0.137
H  0.0658  3.7880  0.5353  0.140
H  -1.4435  4.6630  -1.2729  0.124
H  -3.2740  4.1261  -2.8757  0.119
H  -3.8509  1.7223  -3.2774  0.116
H  -2.5803  -0.0202  -2.0539  0.103
C  4.4742  -5.3421  1.3045  -0.091
C  3.5225  -5.2877  0.2917  -0.077
C  2.5771  -4.2754  0.2739  -0.034
C  2.5561  -3.2987  1.2733  -0.218
C  3.5129  -3.3669  2.2828  -0.055
C  4.4669  -4.3773  2.3007  -0.085
C  1.5797  -2.1794  1.2607  -0.070
C  0.6776  -1.8736  0.3280  -0.178
C  0.0079  -2.5663  -0.7606  -0.278
C  -0.1574  -1.8951  -1.9796  -0.094
C  -1.0385  -2.3757  -2.9611  -0.081
C  -1.7564  -3.5287  -2.7409  -0.080
C  -1.5749  -4.2284  -1.5381  -0.063
C  -0.7164  -3.7590  -0.5697  -0.054
H  5.2102  -6.1357  1.3183  0.103
H  3.5193  -6.0400  -0.4876  0.105
H  1.8472  -4.2368  -0.5243  0.098
H  3.5070  -2.6157  3.0664  0.106
H  5.2003  -4.4145  3.0964  0.103
H  1.6909  -1.4887  2.0991  0.087
H  0.4762  -1.0479  -2.2249  0.077
H  -1.1297  -1.8481  -3.9036  0.111
H  -2.4275  -3.9097  -3.4996  0.106
H  -2.1143  -5.1527  -1.3691  0.111
H  -0.5863  -4.2956  0.3631  0.130

[5]
DFT (ωB97M-V/def2-TZVPD) results for C18H34FeN5PSe2Si2Te2 as an isolated structure at a distorted geometry.

Computed properties:
* 2S+1: 6
* LUMO (alpha / beta): 2.4547 / 1.6031 eV
* net charge: -1
* HOMO-LUMO gap (alpha / beta): 5.64 / 4.89 eV
* ΔE to the lowest compared entry with this formula, charge and spin: 19.54 kcal per mole

Last column: Löwdin charge in e.
CARTESIAN COORDINATES (ANGSTROEM)
Fe  1.5013  -0.4082  -0.3579  0.017
C  1.8753  0.8784  4.5724  -0.198
Si  2.0912  0.8655  2.7014  0.397
C  3.9115  0.6591  2.3859  -0.222
C  1.6770  2.6219  2.1908  -0.187
N  1.1387  -0.2570  1.7459  -0.111
C  0.3544  -1.2654  2.1114  -0.304
C  0.0418  -1.5809  3.4720  -0.048
C  -0.7670  -2.6170  3.8272  -0.111
C  -1.3406  -3.4352  2.8312  -0.109
C  -1.0815  -3.1820  1.5169  -0.077
C  -0.2397  -2.1126  1.0688  -0.299
N  0.0210  -1.8584  -0.2274  -0.098
Si  -0.6157  -2.9633  -1.4652  0.404
C  0.0283  -4.7018  -1.1848  -0.162
C  -0.1480  -2.6141  -3.2333  -0.228
C  -2.5010  -2.9124  -1.5008  -0.168
H  2.5056  1.6961  4.9328  0.027
H  2.2190  -0.0381  5.0539  0.029
H  0.8533  1.0770  4.8991  0.028
H  4.4423  1.3791  3.0173  0.031
H  4.1850  0.8500  1.3463  -0.018
H  4.2708  -0.3451  2.6131  0.015
H  2.2832  3.3109  2.7834  0.031
H  0.6272  2.8644  2.3620  0.012
H  1.9085  2.8041  1.1381  0.016
H  0.4700  -0.9706  4.2519  0.059
H  -0.9669  -2.8125  4.8739  0.093
H  -1.9803  -4.2653  3.1041  0.093
H  -1.5329  -3.8312  0.7828  0.056
H  1.1206  -4.6470  -1.1707  0.037
H  -0.2680  -5.3339  -2.0255  0.029
H  -0.2896  -5.1905  -0.2660  0.019
H  0.9157  -2.7417  -3.4211  -0.010
H  -0.4341  -1.6369  -3.6196  0.003
H  -0.6994  -3.3729  -3.7993  0.034
H  -2.9955  -3.1339  -0.5562  0.018
H  -2.8638  -3.6268  -2.2435  0.029
H  -2.8264  -1.9188  -1.8190  0.017
Se  2.2454  -0.3752  -2.6466  -0.192
Te  4.5284  0.4319  -3.0716  0.056
Te  5.6034  -0.9831  -0.9146  0.042
Se  3.4885  -1.9058  -0.0334  -0.185
C  -1.6336  4.2672  -1.5977  -0.205
N  -0.9210  3.5585  -2.6531  -0.155
C  -1.8305  2.5949  -3.2648  -0.193
N  -2.4547  1.6747  -2.3162  -0.147
C  -3.1093  2.4474  -1.2675  -0.203
N  -2.2289  3.3932  -0.5882  -0.154
C  -1.1843  2.7094  0.1824  -0.318
P  -0.0766  1.6284  -0.8570  0.975
C  0.2882  2.9045  -2.1405  -0.323
C  -1.4617  0.7687  -1.7433  -0.331
H  -2.4394  4.8431  -2.0622  0.121
H  -0.9459  4.9591  -1.1065  0.123
H  -1.2803  2.0131  -4.0071  0.130
H  -2.6247  3.1532  -3.7695  0.122
H  -3.5270  1.7583  -0.5299  0.125
H  -3.9268  3.0153  -1.7207  0.121
H  -1.6423  2.0986  0.9657  0.093
H  -0.5751  3.4696  0.6746  0.066
H  0.8387  2.4315  -2.9573  0.059
H  0.9446  3.6642  -1.7058  0.091
H  -1.9410  0.0940  -1.0294  0.076
H  -1.0251  0.1520  -2.5321  0.061

[6]
DFT (ωB97M-V/def2-TZVPD) results for a 4-piece molecular cluster, C5H14O3 overall at a distorted geometry.

Computed properties:
* LUMO: 0.6471 eV
* net charge: 0
* HOMO-LUMO gap: 10.56 eV
* ΔE to the lowest compared entry with this formula, charge and spin: 62.82 kcal per mole
* SMILES string: C=CCC=C.O.O.O

Last column: Löwdin charge in e.
CARTESIAN COORDINATES (ANGSTROEM)
C  -0.9322  1.5258  -2.0767  -0.013
C  -0.1039  1.5929  -1.0771  -0.157
C  0.1803  0.4506  -0.0028  -0.148
C  0.8896  -0.6711  -0.7612  -0.165
C  1.1920  -1.8515  -0.2637  -0.008
H  -1.0666  2.3929  -2.6417  0.031
H  -1.6564  0.8750  -2.5565  0.068
H  0.5303  2.4425  -1.0701  0.081
H  0.8121  0.7137  0.8341  0.093
H  -0.7869  0.2163  0.3666  0.090
H  1.1379  -0.4567  -1.7349  0.073
H  1.6427  -2.5160  -0.9179  0.038
H  1.0903  -2.2360  0.7052  0.056
O  -3.8018  -0.6499  -0.8383  -0.027
H  -3.8664  -1.5320  -1.2133  0.040
H  -4.2327  -0.9181  -0.0751  -0.008
O  3.9429  -1.0292  1.2529  -0.030
H  3.3964  -0.6705  0.4993  0.049
H  3.6739  -1.8588  1.0958  -0.058
O  -1.1082  1.3726  3.5525  -0.076
H  -0.4096  1.1339  4.1414  0.009
H  -0.5237  1.6734  2.7815  0.062